2 unconnected molecules or ions with the total composition C2H3NO2 in a non-equilibrium geometry, computed with wB97M-V/def2-TZVPD.

* gap between HOMO and LUMO (alpha / beta): 7.966 / 7.121 eV
* spin multiplicity: 3
* ΔE to the lowest compared entry with this formula, charge and spin: 117.5 kcal/mol
* strongest force on any atom: 5.17 eV/A
* E_HOMO (alpha / beta): -0.2593 / -0.3624 Ha

Each line ends with the Löwdin charge.
CARTESIAN COORDINATES (ANGSTROEM)
C (-1.63213, -0.56903, 0.00094)  -0.195
C (1.52773, 1.19047, -0.13403)  0.106
N (1.98160, 0.11715, -0.09452)  -0.234
O (2.35149, -0.99979, 0.00579)  0.034
O (-0.90631, 0.27582, -0.46085)  0.056
H (-1.89619, -1.56098, -0.30031)  0.080
H (-2.18474, -0.35726, 0.88380)  0.077
H (0.75855, 1.90363, 0.09918)  0.077

***

A molecular structure, C43H26N11OS2W in a non-equilibrium geometry, computed with wB97M-V/def2-TZVPD.

* charge: -1
* gap between HOMO and LUMO (alpha / beta): 4.553 / 4.564 eV
* ΔE to the lowest compared entry with this formula, charge and spin: 0.0 kcal/mol
* strongest force on any atom: 5.89 eV/A
* E_HOMO (alpha / beta): -0.1131 / -0.1131 Ha

Each line ends with the Löwdin charge.
CARTESIAN COORDINATES (ANGSTROEM)
W (0.34966, -0.28373, -1.34784)  1.864
C (3.15085, 0.62255, 4.57832)  -0.113
C (1.99970, 0.08623, 5.21194)  -0.115
C (0.88508, -0.25581, 4.48915)  -0.035
C (0.90990, -0.06059, 3.09678)  -0.141
C (-0.05296, -0.26781, 2.06973)  -0.306
N (0.41044, 0.22159, 0.90420)  -0.007
C (1.72118, 0.60431, 1.09930)  -0.329
N (2.39237, 1.51492, 0.30919)  0.184
C (1.59503, 2.30607, -0.34371)  -0.354
C (1.63379, 3.76884, -0.37153)  -0.093
C (2.62481, 4.69991, -0.10058)  -0.024
C (2.26398, 6.03907, -0.05048)  -0.101
C (0.93532, 6.43151, -0.23079)  -0.100
C (-0.06194, 5.49522, -0.46551)  -0.022
C (0.30004, 4.15908, -0.54456)  -0.102
C (-0.50594, 2.94112, -0.71448)  -0.318
N (-1.78725, 2.88752, -0.72460)  0.195
C (-2.39650, 1.68881, -0.82363)  -0.278
N (-1.79090, 0.46067, -1.00077)  0.038
C (-2.74818, -0.47421, -1.14324)  -0.298
N (-2.62832, -1.83704, -1.37628)  0.181
C (-1.75652, -2.48810, -0.71166)  -0.294
N (-0.63932, -1.93660, 0.01358)  0.012
C (-1.26149, -1.98083, 1.27107)  -0.313
N (-1.09781, -1.16270, 2.23695)  0.197
C (-2.08716, -3.21667, 1.33595)  -0.099
C (-2.61591, -3.89612, 2.41232)  -0.013
C (-3.32931, -5.06438, 2.15131)  -0.095
C (-3.52246, -5.50337, 0.84533)  -0.095
C (-3.01309, -4.79177, -0.23999)  -0.023
C (-2.26237, -3.66962, 0.03235)  -0.094
C (-4.02692, 0.12632, -1.02478)  -0.118
C (-5.33285, -0.39078, -1.06340)  -0.033
C (-6.37909, 0.48087, -0.89829)  -0.115
C (-6.15277, 1.86683, -0.69311)  -0.116
C (-4.88353, 2.38556, -0.65531)  -0.039
C (-3.80045, 1.50539, -0.82737)  -0.124
N (0.37515, 1.87783, -0.81156)  -0.039
C (2.07464, 0.42720, 2.46147)  -0.141
C (3.19624, 0.80454, 3.21929)  -0.034
H (4.00337, 0.89965, 5.18718)  0.086
H (2.00188, -0.03554, 6.28867)  0.086
H (-0.00437, -0.64769, 4.96669)  0.104
H (3.64365, 4.38169, 0.07995)  0.110
H (3.01671, 6.79096, 0.15247)  0.092
H (0.68004, 7.48237, -0.16961)  0.093
H (-1.09842, 5.78645, -0.57768)  0.110
H (-2.47939, -3.52642, 3.42013)  0.111
H (-3.74642, -5.63392, 2.97241)  0.093
H (-4.09298, -6.40709, 0.66847)  0.093
H (-3.21022, -5.10261, -1.25749)  0.109
H (-5.49264, -1.45150, -1.20995)  0.103
H (-7.39725, 0.11080, -0.91631)  0.085
H (-7.00445, 2.52389, -0.56087)  0.085
H (-4.70892, 3.44170, -0.49214)  0.101
H (4.06604, 1.22738, 2.73222)  0.102
S (1.85658, -1.62718, -3.91514)  0.614
C (2.12442, -2.39899, -2.46955)  -1.155
N (1.64407, -1.98682, -1.25261)  -0.168
C (2.11498, -2.80450, -0.19785)  -0.277
C (1.92707, -2.62074, 1.16678)  -0.010
C (2.47745, -3.52353, 2.05634)  -0.056
C (3.22756, -4.61073, 1.61428)  -0.100
C (3.45596, -4.78739, 0.26293)  -0.107
C (2.90425, -3.87362, -0.62587)  -0.482
S (3.10698, -3.83052, -2.35006)  1.010
H (1.37235, -1.78275, 1.53206)  0.064
H (2.31945, -3.36851, 3.11635)  0.108
H (3.64661, -5.30811, 2.32837)  0.097
H (4.05855, -5.61016, -0.10005)  0.100
O (-0.59801, -0.69803, -2.67011)  -0.406
C (0.15075, 2.40656, -3.74888)  0.020
C (1.50378, 1.92538, -3.36508)  -0.364
N (1.81334, 0.92872, -2.56069)  -0.116
C (3.18308, 0.76187, -2.60236)  -0.176
C (3.71418, 1.70588, -3.40748)  -0.066
N (2.63860, 2.42652, -3.89093)  0.124
H (-0.62031, 1.81680, -3.26209)  0.062
H (0.02267, 2.31006, -4.82853)  0.094
H (0.01678, 3.45243, -3.46762)  0.092
H (3.67441, 0.00821, -2.01373)  0.111
H (4.73003, 1.92989, -3.67428)  0.111
H (2.67264, 3.19732, -4.53312)  0.160

***

CH4BBrO2 in the gas phase in a non-equilibrium geometry, computed with wB97M-V/def2-TZVPD.

* gap between HOMO and LUMO (alpha / beta): 4.597 / 6.936 eV
* spin multiplicity: 3
* ΔE to the lowest compared entry with this formula, charge and spin: 47.0 kcal/mol
* strongest force on any atom: 7.46 eV/A
* E_HOMO (alpha / beta): -0.1574 / -0.3869 Ha

Each line ends with the Löwdin charge.
CARTESIAN COORDINATES (ANGSTROEM)
B (0.50307, -0.08148, 0.02232)  -0.766
C (-1.15134, -0.40476, 0.00971)  -0.569
O (1.13193, -0.22545, 1.22127)  0.166
O (0.86211, 0.66314, -1.08671)  0.131
Br (-2.07948, 1.23155, -0.25045)  0.738
H (-1.56776, -1.17102, -0.87629)  0.102
H (-1.42538, -0.88448, 1.04908)  0.074
H (2.04089, -0.08429, 1.25313)  0.067
H (1.68596, 0.95680, -1.34204)  0.057

***

C4H6N2O in the gas phase in a non-equilibrium geometry, computed with wB97M-V/def2-TZVPD.

* gap between HOMO and LUMO: 9.100 eV
* ΔE to the lowest compared entry with this formula, charge and spin: 102.9 kcal/mol
* strongest force on any atom: 6.33 eV/A
* SMILES: ON1C=CCN=C1
* E_HOMO: -0.3095 Ha

Each line ends with the Löwdin charge.
CARTESIAN COORDINATES (ANGSTROEM)
O (-0.57328, -2.27174, -0.10506)  -0.074
N (-0.64538, -0.94437, 0.22920)  -0.214
C (0.59201, -0.64604, 0.81338)  -0.082
C (1.13050, 0.57189, 0.61986)  -0.054
C (0.41673, 1.60315, -0.20323)  -0.261
N (-0.42482, 0.95618, -1.10869)  0.035
C (-0.99743, -0.16973, -0.89860)  -0.146
H (-1.55962, -2.57123, 0.27218)  0.205
H (0.86636, -1.53250, 1.31737)  0.109
H (2.17455, 0.82105, 0.91408)  0.108
H (1.08643, 2.31536, -0.60811)  0.095
H (-0.16483, 2.24373, 0.41786)  0.109
H (-1.90122, -0.37576, -1.66025)  0.169